[1]
{"formula": "C5H12N2O", "method": "ωB97M-V/def2-TZVPD", "e_tot_ha": -382.3534, "lumo_ev": 0.81, "max_force_ha_per_bohr": 0.12368, "e_homo_ha": -0.3027, "mol_weight_g_mol": 116.164, "multiplicity": 1, "total_charge": 0, "de_lowest_kj_mol": 391.5, "species": ["C", "C", "C", "C", "C", "N", "O", "N", "H", "H", "H", "H", "H", "H", "H", "H", "H", "H", "H", "H"], "xyz": [[0.25785, -0.44497, -0.60974], [0.40200, 0.53793, 1.03414], [1.72981, -0.61817, -0.95842], [-0.47001, 0.34895, -1.67903], [-0.94222, 0.83314, 1.27095], [-0.38120, -1.69947, -0.41484], [-0.59206, 1.19585, 2.98231], [-2.03297, 1.19719, 0.80783], [-0.28059, 0.43022, 3.48710], [0.14182, -2.54963, -0.59104], [-1.38163, -1.63231, -0.25196], [-2.65124, 1.59049, 1.52067], [1.01404, 1.40783, 0.81728], [0.86826, -0.18805, 1.69531], [2.22179, 0.35273, -1.05138], [1.84618, -1.14303, -1.91497], [2.26404, -1.20794, -0.20738], [-0.11355, 1.38039, -1.70873], [-1.55686, 0.32605, -1.56333], [-0.34346, -0.11719, -2.66476]], "forces_ev_per_angstrom": [[1.0, 0.9, 1.4], [0.8, -3.2, -5.4], [0.0, -0.2, -0.2], [-0.3, 0.3, -0.1], [-1.0, 2.3, 4.7], [0.2, 0.6, 0.5], [-1.7, 0.2, -1.4], [1.2, -0.7, 0.5], [-0.2, -0.1, -0.5], [-0.7, 0.3, 0.3], [0.5, -0.8, -0.3], [0.2, -0.3, 0.0], [-0.1, 0.1, 0.2], [-0.2, 0.2, -0.1], [-0.1, -0.1, 0.0], [-0.1, 0.1, 0.0], [-0.1, 0.1, 0.1], [-0.2, 0.0, -0.1], [0.2, 0.3, 0.4], [0.5, 0.0, 0.2]], "mulliken_charge": [1.018, -0.677, -1.753, -1.425, 0.534, -0.434, -0.678, -0.527, 0.280, 0.195, 0.227, 0.319, 0.271, 0.342, 0.382, 0.458, 0.418, 0.290, 0.361, 0.399]}



[2]
{"formula": "C5H12N2O", "method": "ωB97M-V/def2-TZVPD", "e_tot_ha": -382.3453, "lumo_ev": 0.80, "max_force_ha_per_bohr": 0.01861, "e_homo_ha": -0.2732, "mol_weight_g_mol": 116.164, "multiplicity": 1, "total_charge": 0, "de_lowest_kj_mol": 412.8, "species": ["C", "C", "C", "C", "N", "N", "C", "O", "H", "H", "H", "H", "H", "H", "H", "H", "H", "H", "H", "H"], "xyz": [[-1.22993, -0.18243, 0.07545], [0.49831, 2.33955, -1.10573], [-1.76589, -0.77463, -1.19074], [-0.19916, -0.75396, 0.83342], [-0.09312, -0.53474, 2.24179], [2.12561, -1.33475, 0.85586], [0.96825, -1.17216, 0.20023], [0.18559, 1.03527, -0.75787], [-1.95343, 0.40216, 0.64030], [0.32718, 0.37582, 2.41517], [-0.98412, -0.58573, 2.71942], [2.06752, -1.33494, 1.86731], [2.96466, -1.55739, 0.34558], [0.99434, -1.33591, -0.86613], [0.15210, 3.11960, -0.40458], [0.09456, 2.60202, -2.10249], [1.59625, 2.44358, -1.19415], [-2.56085, -1.50023, -0.98145], [-0.99841, -1.27141, -1.78332], [-2.18946, 0.02029, -1.80806]], "forces_ev_per_angstrom": [[0.6, 0.0, -0.6], [-0.5, 0.2, -0.7], [0.1, 0.4, -0.3], [0.4, -0.9, 0.0], [0.3, 0.3, 0.1], [-0.4, -0.1, 0.0], [-0.8, 0.2, 0.1], [0.0, -0.4, 0.5], [0.2, 0.1, -0.1], [-0.1, 0.0, 0.2], [0.1, 0.0, -0.1], [0.3, 0.1, -0.2], [-0.1, -0.1, 0.4], [0.0, 0.2, 0.0], [0.0, -0.2, 0.1], [0.0, 0.2, 0.1], [-0.2, 0.0, 0.1], [0.1, 0.1, 0.1], [0.0, 0.0, 0.1], [0.0, -0.1, 0.0]], "mulliken_charge": [-0.030, -0.878, -1.068, 0.515, -0.735, -0.367, -0.225, -0.459, 0.383, 0.223, 0.267, 0.250, 0.221, 0.278, 0.271, 0.243, 0.235, 0.335, 0.226, 0.316]}



[3]
{"formula": "C5H12N2O", "method": "ωB97M-V/def2-TZVPD", "e_tot_ha": -382.2074, "lumo_ev": -2.22, "max_force_ha_per_bohr": 0.04333, "e_homo_ha": -0.3001, "mol_weight_g_mol": 116.164, "multiplicity": 1, "total_charge": 0, "de_lowest_kj_mol": 775.0, "species": ["O", "C", "N", "C", "C", "C", "C", "N", "H", "H", "H", "H", "H", "H", "H", "H", "H", "H", "H", "H"], "xyz": [[-0.68749, 1.54354, -0.15133], [0.17087, 0.63759, 0.05413], [-0.43022, -0.65916, 0.70481], [-1.09562, -1.53300, -0.28074], [-1.47078, -0.18829, 1.61522], [0.71248, 0.18498, -1.47985], [1.40275, 1.00582, 0.88711], [1.57255, -0.83987, -1.49752], [-1.93201, -0.99927, -0.75732], [-0.39967, -1.95007, -0.99232], [-1.56856, -2.31282, 0.31884], [-2.46348, -0.14511, 1.13797], [-1.29009, 0.80681, 1.99574], [-1.65775, -0.97347, 2.35681], [1.76837, 0.64248, -1.32822], [2.27761, 0.39966, 0.64440], [1.63953, 2.05570, 0.67497], [1.21859, 1.04152, 1.96217], [1.82214, -1.04489, -2.47558], [-0.17010, 0.23244, -2.12370]], "forces_ev_per_angstrom": [[-0.1, 0.0, -0.4], [-0.7, 0.6, 1.9], [0.5, 0.4, -1.6], [-0.6, 0.4, 1.2], [-1.1, -0.8, -0.1], [0.2, -1.9, 1.1], [0.4, 1.0, -0.1], [1.2, 0.9, -1.0], [0.1, 0.0, -0.3], [0.0, -0.3, -0.1], [0.2, -0.4, -0.3], [0.2, 0.4, -0.3], [0.3, -0.1, 0.4], [0.5, 0.3, 0.4], [-0.6, 1.0, 0.2], [-0.1, -0.2, 0.3], [0.0, -0.1, -0.4], [-0.2, -0.6, -0.1], [-1.1, -1.4, 0.0], [0.7, 0.9, -0.9]], "mulliken_charge": [-0.741, 1.599, -0.150, -1.168, -0.971, -0.953, -1.782, -0.383, 0.401, 0.359, 0.375, 0.295, 0.369, 0.340, 0.455, 0.440, 0.423, 0.323, 0.315, 0.455]}



[4]
{"formula": "C5H12N2O", "method": "ωB97M-V/def2-TZVPD", "e_tot_ha": -382.4627, "lumo_ev": 0.86, "max_force_ha_per_bohr": 0.03296, "e_homo_ha": -0.2878, "mol_weight_g_mol": 116.164, "smiles": "C/C=C/N.CC(N)=O", "multiplicity": 1, "total_charge": 0, "de_lowest_kj_mol": 104.7, "species": ["C", "C", "C", "C", "C", "N", "N", "O", "H", "H", "H", "H", "H", "H", "H", "H", "H", "H", "H", "H"], "xyz": [[-0.43042, -0.59910, 1.26433], [-1.03777, 0.58564, 1.11618], [0.65830, -0.85524, -1.99110], [-2.28878, 0.78667, 0.32285], [1.50390, -0.30584, -0.86479], [0.57221, -0.87789, 2.18524], [1.48399, 1.06648, -0.78324], [2.28133, -0.96969, -0.20937], [-0.80575, -1.47227, 0.74538], [-0.70303, 1.43686, 1.69595], [1.32479, -1.43434, 1.79883], [0.93560, -0.05502, 2.64767], [2.07450, 1.50372, -0.09440], [0.92259, 1.62170, -1.40531], [0.72883, -1.93892, -2.00342], [-0.38004, -0.56172, -1.85253], [1.00923, -0.46014, -2.94263], [-3.12073, 1.04534, 0.97995], [-2.17210, 1.60290, -0.39253], [-2.55665, -0.11914, -0.21709]], "forces_ev_per_angstrom": [[-0.6, 0.6, 0.4], [-0.1, -0.8, 0.2], [-0.2, -0.2, 0.4], [0.2, 0.0, 0.0], [0.8, 1.1, -1.0], [0.2, -0.1, 0.1], [0.2, -0.6, 0.0], [-0.3, -0.2, 0.3], [0.0, -0.1, -0.2], [0.2, 0.1, 0.0], [0.0, 0.1, 0.0], [0.0, -0.1, -0.1], [-0.1, 0.0, -0.1], [0.0, 0.0, 0.2], [0.0, 0.0, 0.0], [-0.1, 0.0, -0.1], [0.0, 0.0, 0.0], [-0.1, 0.0, -0.1], [-0.1, 0.0, -0.1], [-0.1, -0.1, -0.1]], "mulliken_charge": [-0.313, -0.021, -1.183, -1.230, 0.818, -0.577, -0.342, -0.650, 0.349, 0.292, 0.292, 0.246, 0.231, 0.189, 0.306, 0.271, 0.392, 0.362, 0.274, 0.293]}



[5]
{"formula": "C5H12N2O", "method": "ωB97M-V/def2-TZVPD", "e_tot_ha": -382.2841, "lumo_ev": [0.81, 0.54], "max_force_ha_per_bohr": 0.04881, "e_homo_ha": [-0.2495, -0.2131], "mol_weight_g_mol": 116.164, "multiplicity": 1, "total_charge": 0, "de_lowest_kj_mol": 573.5, "species": ["C", "C", "C", "N", "N", "C", "C", "O", "H", "H", "H", "H", "H", "H", "H", "H", "H", "H", "H", "H"], "xyz": [[0.03763, -1.61708, 1.22402], [1.05304, 0.77597, 0.73991], [1.46290, 0.34802, -1.57401], [0.59936, 0.83051, -0.50804], [-0.45926, -1.83281, 0.04798], [-0.91739, 0.74860, -0.74710], [-1.83244, 1.25938, 0.18303], [-0.73692, -1.19119, 2.24410], [-1.57690, -0.88694, 1.86026], [1.00405, -1.96797, 1.57179], [-0.91901, -0.47953, -0.62659], [0.21752, -2.27806, -0.56457], [0.47557, 1.25333, 1.51563], [2.09848, 0.54627, 0.90229], [-1.10734, 0.99789, -1.78929], [0.96860, 0.47121, -2.53486], [1.70210, -0.71367, -1.44889], [2.40279, 0.90403, -1.58221], [-2.78062, 1.63926, -0.16387], [-1.69215, 1.19278, 1.25041]], "forces_ev_per_angstrom": [[-0.7, -0.5, -0.5], [0.1, 0.0, 0.2], [-0.3, -0.2, 0.1], [-1.1, 0.5, -0.5], [0.4, -0.3, 1.1], [1.9, -1.5, -0.5], [-0.4, 0.4, 0.6], [0.2, 0.1, -0.3], [0.0, -0.1, 0.0], [0.0, 0.1, -0.1], [-0.2, 1.3, -0.4], [0.1, 0.1, 0.1], [-0.1, 0.0, 0.1], [-0.1, 0.1, 0.0], [0.0, 0.1, 0.0], [0.0, 0.0, 0.0], [0.0, 0.0, 0.0], [-0.1, 0.0, 0.1], [0.0, 0.0, 0.0], [0.1, 0.0, 0.1]], "mulliken_charge": [-0.142, -0.866, -0.927, 0.137, -0.679, 0.039, -1.213, -0.491, 0.475, 0.410, 0.537, 0.222, 0.358, 0.379, 0.316, 0.280, 0.318, 0.347, 0.233, 0.267]}



[6]
{"formula": "C5H12N2O", "method": "ωB97M-V/def2-TZVPD", "e_tot_ha": -382.3570, "lumo_ev": 0.81, "max_force_ha_per_bohr": 0.08535, "e_homo_ha": -0.2963, "mol_weight_g_mol": 116.164, "smiles": "[H]/N=C\\C.C=C(N)OC", "multiplicity": 1, "total_charge": 0, "de_lowest_kj_mol": 382.2, "species": ["C", "C", "N", "C", "O", "H", "H", "H", "H", "H", "H", "H", "C", "C", "N", "H", "H", "H", "H", "H"], "xyz": [[1.45739, 1.71803, 1.38571], [0.40275, -0.41060, 1.38443], [-0.18922, -1.30198, 0.49134], [0.21308, -0.44466, 2.70524], [1.00589, 0.58588, 0.67440], [-1.10995, -0.46436, -0.63440], [-0.46315, -2.17400, 0.91734], [1.89847, 2.38003, 0.64293], [2.21208, 1.44349, 2.12992], [0.62954, 2.23085, 1.88462], [0.49634, 0.35821, 3.35837], [-0.28309, -1.28432, 3.15774], [-0.28729, -0.47721, -2.63653], [-1.36804, -0.01802, -1.76270], [-2.51388, 0.45220, -1.96735], [-2.68402, 0.72989, -2.93940], [0.40910, -1.49693, -0.41531], [-0.62033, -0.79379, -3.62753], [0.48307, 0.28241, -2.73887], [0.31126, -1.31512, -2.00995]], "forces_ev_per_angstrom": [[0.1, 0.1, 0.2], [-0.3, 0.7, -0.1], [2.4, -1.4, -1.6], [0.2, 0.0, 0.0], [-0.2, -0.6, 0.0], [-1.5, 2.1, -3.0], [0.0, -0.1, 0.1], [0.0, 0.0, 0.1], [-0.1, 0.0, -0.1], [0.0, -0.1, 0.0], [0.2, 0.1, 0.0], [-0.1, -0.1, 0.0], [2.0, -1.2, 0.5], [0.0, -2.1, 3.9], [-0.5, 0.9, -0.4], [0.1, -0.2, -0.1], [-1.3, 0.5, 2.9], [0.2, -0.3, 0.1], [0.1, 0.3, -0.2], [-1.4, 1.4, -2.2]], "mulliken_charge": [-0.880, 0.732, -0.501, -1.113, -0.307, 0.585, 0.175, 0.225, 0.357, 0.364, 0.298, 0.234, -0.904, 0.152, -0.604, 0.208, 0.226, 0.342, 0.254, 0.157]}